(1)
Density functional theory data (wB97M-V/def2-TZVPD) for the molecule C7H14S.

SMILES = CCC(=S)C(C)(C)C
relative energy (zero: lowest compared OMol25 entry of this formula, charge and spin) = 8.9 kcal per mole
maximum force = 0.044 Eh/bohr
total energy = -673.282218 a.u.
Kohn-Sham gap = 8.48 eV

Geometry as XYZ:
```
22
C7H14S wB97M-V/def2-TZVPD
C 1.10 -1.41 -1.77
C -0.01 -0.38 -1.87
C -0.86 -0.34 -0.62
S -2.22 -1.24 -0.59
C -0.31 0.32 0.63
C 0.82 1.36 0.35
C -1.45 1.19 1.31
C 0.17 -0.70 1.64
H 1.78 -1.40 -2.64
H 1.70 -1.29 -0.86
H 0.63 -2.40 -1.71
H -0.64 -0.62 -2.73
H 0.39 0.61 -2.08
H 1.70 0.94 -0.13
H 1.15 1.86 1.28
H 0.38 2.12 -0.30
H -1.04 1.82 2.10
H -2.28 0.62 1.73
H -1.84 1.88 0.54
H 0.37 -0.23 2.60
H 1.06 -1.25 1.31
H -0.61 -1.46 1.81
```

(2)
Density functional theory data (wB97M-V/def2-TZVPD) for a 2-piece molecular cluster, C7H15BF2O4P overall.

charge = -1
relative energy (zero: lowest compared OMol25 entry of this formula, charge and spin) = 0.0 kcal per mole
maximum force = 0.004 Eh/bohr
total energy = -1142.849544 a.u.
Kohn-Sham gap = 8.97 eV

Geometry as XYZ:
```
30
C7H15BF2O4P wB97M-V/def2-TZVPD
C 0.05 -0.12 0.13
C -0.11 1.40 0.13
C 0.96 2.05 -0.74
C -1.51 1.82 -0.33
C -2.61 1.52 0.68
P -4.37 1.69 -0.02
H -0.48 -0.57 -0.71
H 1.10 -0.41 0.04
H -0.31 -0.60 1.04
H 0.02 1.75 1.16
H 0.84 3.14 -0.79
H 0.92 1.67 -1.76
H 1.96 1.84 -0.36
H -1.73 1.29 -1.27
H -1.51 2.89 -0.58
H -2.54 2.21 1.54
H -2.50 0.51 1.07
H -3.89 1.49 -1.36
H -4.52 2.99 0.54
H -4.83 0.57 0.72
H -5.73 1.83 -0.58
B 4.39 -2.51 -0.07
O 4.26 -4.00 -0.22
C 3.07 -4.40 0.12
O 2.65 -5.53 0.11
C 2.25 -3.15 0.56
O 1.11 -3.15 0.94
O 3.03 -2.10 0.45
F 4.64 -1.91 -1.29
F 5.37 -2.20 0.86
```

(3)
Density functional theory data (wB97M-V/def2-TZVPD) for a 3-piece molecular cluster, C7H15BN5O5P overall.

SMILES = CB(O)[C@@](C#N)(CC#N)[PH2]=N.C[N+](=O)[O-].C[N+](=O)[O-]
relative energy (zero: lowest compared OMol25 entry of this formula, charge and spin) = 4.0 kcal per mole
maximum force = 0.034 Eh/bohr
total energy = -1291.711450 a.u.
Kohn-Sham gap = 8.43 eV

Geometry as XYZ:
```
34
C7H15BN5O5P wB97M-V/def2-TZVPD
C -3.00 -0.32 -1.31
B -1.73 -0.52 -0.44
O -0.49 -0.69 -1.02
C -1.83 -0.58 1.17
C -3.13 -0.12 1.61
N -4.14 0.34 1.94
C -1.57 -2.08 1.60
C -2.27 -2.46 2.82
N -2.86 -2.77 3.76
P -0.55 0.50 1.93
N -0.45 1.94 1.33
H -2.77 -0.47 -2.36
H -3.77 -1.04 -1.04
H -3.43 0.67 -1.16
H -0.08 -1.52 -0.75
H -1.90 -2.75 0.81
H -0.50 -2.22 1.77
H 0.66 -0.19 1.83
H -0.90 0.48 3.29
H 0.49 2.07 0.96
C 0.65 1.88 -3.28
N 1.28 2.77 -2.27
O 1.41 3.94 -2.54
O 1.60 2.25 -1.22
H 0.41 2.47 -4.15
H 1.37 1.10 -3.52
H -0.23 1.44 -2.83
C 4.51 -0.64 0.08
N 3.26 -0.54 0.88
O 2.36 -1.32 0.64
O 3.21 0.33 1.72
H 4.41 -1.46 -0.62
H 4.65 0.31 -0.42
H 5.33 -0.82 0.78
```

(4)
Density functional theory data (wB97M-V/def2-TZVPD) for C7H15BeO4 as an isolated structure.

spin multiplicity = 2
maximum force = 0.097 Eh/bohr
<S²> = 0.753
total energy = -591.256138 a.u.
Kohn-Sham gap (alpha / beta) = 8.18 / 8.87 eV

Geometry as XYZ:
```
27
C7H15BeO4 wB97M-V/def2-TZVPD
C 1.61 -2.33 0.95
O 0.81 -1.27 0.71
C -0.40 -1.00 1.45
H 2.64 -1.53 -0.50
H 1.10 -3.22 1.31
H -0.28 -0.01 1.93
H -0.51 -1.81 2.20
Be -1.27 -1.23 0.15
C 2.70 -0.52 -1.17
O 1.55 -0.56 -1.96
C 0.84 0.65 -2.07
C -0.24 0.83 -1.02
O -1.14 -0.27 -0.97
C -2.30 -0.21 -1.82
C -2.97 -1.57 -1.74
O -3.06 -2.02 -0.42
H 3.57 -0.24 -1.79
H 2.73 0.17 -0.32
H 0.40 0.65 -3.07
H 1.53 1.51 -2.00
H 0.18 0.92 -0.01
H -0.80 1.76 -1.23
H -2.00 0.03 -2.85
H -2.96 0.59 -1.44
H -3.97 -1.47 -2.21
H -2.39 -2.28 -2.37
H 2.67 -2.06 1.07
```

(5)
Density functional theory data (wB97M-V/def2-TZVPD) for a 2-piece molecular cluster, C7H15BrN2O5S overall.

SMILES = CNC(=O)CNC(C)=O.O=S(=O)(O)CCBr
maximum force = 0.075 Eh/bohr
total energy = -3733.663898 a.u.
Kohn-Sham gap = 9.90 eV

Geometry as XYZ:
```
31
C7H15BrN2O5S wB97M-V/def2-TZVPD
C -3.11 -2.26 2.06
N -2.64 -1.16 2.91
C -1.48 -0.50 2.81
O -1.21 0.37 3.62
C -0.51 -0.88 1.68
N 0.71 -0.08 1.68
C 1.69 -0.21 0.78
C 2.87 0.73 0.94
O 1.67 -1.02 -0.13
H -3.21 -1.92 1.02
H -2.40 -3.09 2.09
H -4.07 -2.61 2.41
H -3.23 -0.87 3.67
H -1.02 -0.75 0.72
H -0.25 -1.93 1.78
H 0.79 0.64 2.38
H 3.65 0.44 0.23
H 3.25 0.66 1.95
H 2.54 1.75 0.73
O 0.03 1.85 -0.77
S -0.50 1.50 -2.10
O -1.65 2.33 -2.46
O -1.08 -0.02 -2.10
C 0.77 1.54 -3.37
C 1.88 0.53 -3.10
Br 3.24 0.71 -4.53
H -2.02 0.17 -1.96
H 0.29 1.32 -4.33
H 1.18 2.55 -3.40
H 2.34 0.72 -2.13
H 1.48 -0.50 -3.09
```

(6)
Density functional theory data (wB97M-V/def2-TZVPD) for C7H15ClIIrNOP as an isolated structure.

charge = +3
relative energy (zero: lowest compared OMol25 entry of this formula, charge and spin) = 11.7 kcal per mole
spin multiplicity = 6
maximum force = 0.122 Eh/bohr
<S²> = 8.768
total energy = -1607.888495 a.u.
Kohn-Sham gap (alpha / beta) = 6.74 / 5.33 eV

Geometry as XYZ:
```
28
C7H15ClIIrNOP wB97M-V/def2-TZVPD
C 0.16 -0.59 2.00
I 0.35 -1.80 -2.48
H 1.05 -0.05 2.38
H 0.19 -1.65 2.30
H -0.75 -0.10 2.40
Ir 0.13 -0.30 -0.07
P -0.86 1.65 -0.46
C -2.65 1.47 -0.76
C -0.61 2.77 0.96
H 0.99 2.38 -1.77
H -0.43 3.44 -2.06
H -0.34 1.82 -2.81
C -0.10 2.41 -1.92
H 0.47 2.82 1.17
H -0.98 3.79 0.74
H -3.14 2.42 -0.94
H -3.11 0.98 0.11
H -1.12 2.38 1.84
H -2.79 0.82 -1.63
C -1.41 -1.36 -0.02
O -2.32 -2.08 0.04
Cl 2.30 0.70 -0.18
C 2.76 -4.05 0.18
C 1.96 -2.86 0.24
N 1.33 -1.89 0.26
H 3.64 -3.90 -0.44
H 2.20 -4.90 -0.24
H 3.08 -4.33 1.18
```

(7)
Density functional theory data (wB97M-V/def2-TZVPD) for a 5-piece molecular cluster, C7H15FN4O11 overall.

SMILES = O=C1OC[C@@H](F)O1.C[N+](=O)[O-].C[N+](=O)[O-].C[N+](=O)[O-].C[N+](=O)[O-]
relative energy (zero: lowest compared OMol25 entry of this formula, charge and spin) = 37.4 kcal per mole
maximum force = 0.092 Eh/bohr
total energy = -1421.822679 a.u.
Kohn-Sham gap = 10.74 eV

Geometry as XYZ:
```
38
C7H15FN4O11 wB97M-V/def2-TZVPD
O -31.77 29.61 -30.29
C -32.64 30.22 -29.64
O -32.65 30.55 -28.32
C -33.93 30.97 -27.95
C -34.51 31.48 -29.28
F -34.27 32.74 -29.47
O -33.76 30.73 -30.20
H -34.42 30.09 -27.53
H -33.87 31.79 -27.23
H -35.60 31.38 -29.27
C -28.20 26.97 -28.09
N -26.86 26.71 -27.34
O -26.90 25.79 -26.51
O -25.81 27.24 -27.62
H -28.80 27.60 -27.43
H -28.59 26.01 -28.41
H -27.97 27.46 -29.04
C -26.52 20.76 -25.09
N -26.52 20.69 -23.59
O -27.06 19.74 -23.08
O -26.23 21.70 -22.96
H -25.80 21.54 -25.32
H -27.53 20.72 -25.50
H -26.01 19.83 -25.33
C -21.73 24.25 -24.66
N -20.45 24.15 -23.85
O -20.24 25.04 -23.08
O -19.91 23.11 -23.83
H -22.12 23.32 -25.09
H -21.54 24.88 -25.53
H -22.51 24.72 -24.05
C -21.60 29.64 -26.23
N -20.32 30.43 -26.11
O -19.27 29.82 -26.11
O -20.32 31.64 -26.09
H -21.59 29.04 -25.32
H -21.46 28.94 -27.05
H -22.39 30.36 -26.45
```

(8)
Density functional theory data (wB97M-V/def2-TZVPD) for a 2-piece molecular cluster, C7H15FNO3 overall.

charge = -1
relative energy (zero: lowest compared OMol25 entry of this formula, charge and spin) = 0.0 kcal per mole
maximum force = 0.012 Eh/bohr
total energy = -655.966387 a.u.
Kohn-Sham gap = 4.54 eV

Geometry as XYZ:
```
27
C7H15FNO3 wB97M-V/def2-TZVPD
O 2.43 -1.26 -3.45
C 2.02 -1.83 -2.48
O 1.01 -2.77 -2.61
C 2.48 -1.54 -1.07
C 1.70 -2.21 0.08
N 1.90 -3.60 0.25
F 3.32 -3.58 0.86
H 0.27 -2.34 -3.05
H 3.52 -1.86 -0.97
H 2.48 -0.44 -1.02
H 2.01 -1.65 1.00
H 0.62 -2.03 -0.03
C -3.21 0.83 1.22
C -1.75 0.43 1.20
O -1.06 0.87 0.04
C -0.99 2.27 -0.17
C -0.30 3.03 0.95
H -3.72 0.45 0.34
H -3.69 0.41 2.11
H -3.35 1.91 1.26
H -1.65 -0.65 1.18
H -1.24 0.78 2.11
H -1.99 2.68 -0.35
H -0.42 2.38 -1.09
H -0.85 2.97 1.89
H -0.23 4.09 0.68
H 0.70 2.64 1.12
```

(9)
Density functional theory data (wB97M-V/def2-TZVPD) for a 2-piece molecular cluster, C7H15N overall.

SMILES = CC(C)=CN.C=CC
relative energy (zero: lowest compared OMol25 entry of this formula, charge and spin) = 42.5 kcal per mole
maximum force = 0.048 Eh/bohr
total energy = -330.400241 a.u.
Kohn-Sham gap = 8.74 eV

Geometry as XYZ:
```
23
C7H15N wB97M-V/def2-TZVPD
C 2.09 -0.43 0.99
C 1.42 0.40 -0.08
C 1.55 -0.08 -1.46
C 0.42 1.25 0.24
N 0.06 1.65 1.53
H 2.58 0.20 1.73
H 1.36 -1.06 1.52
H 2.83 -1.10 0.55
H 0.75 -0.96 -1.55
H 1.18 0.63 -2.19
H 2.58 -0.31 -1.73
H -0.08 1.81 -0.54
H -0.09 2.65 1.63
H 0.68 1.30 2.25
C -1.08 -1.57 -0.99
C -1.55 -0.85 0.06
C -2.61 0.19 -0.05
H -1.52 -1.44 -1.97
H -0.63 -2.54 -0.82
H -1.28 -1.13 1.07
H -2.74 0.52 -1.08
H -2.36 1.06 0.57
H -3.56 -0.19 0.31
```